{
  "formula": "C59H47BBrF3O19",
  "method": "the ωB97M-V functional and the def2-TZVPD basis",
  "e_homo_ev": -8.80,
  "total_energy_ha": -6604.11044,
  "smiles": "CCC(=O)OCCB(CCC(F)=C(F)F)CC(=O)Br.O=C1C=CC(=O)C=C1.O=C1C=CC(=O)C=C1.O=C1C=CC(=O)C=C1.O=C1C=CC(=O)C=C1.O=C1C=CC(=O)C=C1.O=C1C=CC(=O)C=C1.O=C1C=CC(=O)C=C1.O=C1C=CC(=O)C=C1",
  "homo_lumo_gap_ev": 6.864,
  "species": ["C", "C", "C", "O", "O", "C", "C", "B", "C", "C", "C", "F", "C", "F", "F", "C", "C", "O", "Br", "H", "H", "H", "H", "H", "H", "H", "H", "H", "H", "H", "H", "H", "H", "H", "C", "C", "C", "O", "C", "C", "C", "O", "H", "H", "H", "H", "C", "C", "C", "O", "C", "C", "C", "O", "H", "H", "H", "H", "C", "C", "C", "O", "C", "C", "C", "O", "H", "H", "H", "H", "C", "C", "C", "O", "C", "C", "C", "O", "H", "H", "H", "H", "C", "C", "C", "O", "C", "C", "C", "O", "H", "H", "H", "H", "C", "C", "C", "O", "C", "C", "C", "O", "H", "H", "H", "H", "C", "C", "C", "O", "C", "C", "C", "O", "H", "H", "H", "H", "C", "C", "C", "O", "C", "C", "C", "O", "H", "H", "H", "H"],
  "coordinates": [[2.308308, 2.118577, 4.497059], [0.810073, 1.698332, 4.700083], [0.469787, 0.320088, 4.131778], [-0.463415, -0.266831, 4.519800], [1.238627, -0.276957, 3.170976], [1.169805, 0.462709, 1.904659], [2.060338, -0.309944, 0.903417], [2.989698, 0.573158, -0.025836], [3.342396, -0.086473, -1.460654], [3.538620, 0.932147, -2.612912], [2.228523, 1.606728, -3.044944], [1.054136, 1.060173, -2.742957], [2.327051, 2.725872, -3.737178], [3.272020, 2.769254, -4.657500], [1.544859, 3.766457, -3.561334], [3.658500, 2.001852, 0.301175], [2.777502, 3.267006, 0.343618], [3.253578, 4.232039, 0.740551], [0.899780, 3.395596, -0.159006], [2.812104, 2.291865, 5.457305], [2.855713, 1.328734, 3.956948], [2.384863, 3.015842, 3.861644], [0.534749, 1.730533, 5.759215], [0.180547, 2.439385, 4.180936], [1.506881, 1.484208, 2.131143], [0.116381, 0.406620, 1.585928], [1.403987, -0.916423, 0.242179], [2.674219, -1.037344, 1.468627], [2.592290, -0.855198, -1.691742], [4.316888, -0.595271, -1.300471], [4.328105, 1.671591, -2.449016], [3.855162, 0.345872, -3.500943], [4.467827, 2.235384, -0.411482], [4.162867, 1.920961, 1.283578], [2.613301, 8.979677, -5.836473], [2.147101, 9.620688, -4.767962], [1.457785, 8.893387, -3.674266], [1.031556, 9.477716, -2.702043], [1.309867, 7.424911, -3.817156], [1.776157, 6.784373, -4.886197], [2.465037, 7.511183, -5.978796], [2.892370, 6.927290, -6.952288], [3.118372, 9.493249, -6.644740], [2.246758, 10.691852, -4.646515], [0.805041, 6.910388, -3.009030], [1.676221, 5.714141, -5.007069], [-0.964217, -4.036352, 3.389471], [-0.453372, -3.150803, 2.537461], [-0.410268, -3.426080, 1.083021], [0.052944, -2.622365, 0.297169], [-0.952636, -4.723608, 0.610473], [-1.461380, -5.607757, 1.463474], [-1.509526, -5.332451, 2.919946], [-1.975775, -6.139469, 3.696921], [-1.005956, -3.853203, 4.455709], [-0.053302, -2.199334, 2.863833], [-0.909278, -4.908283, -0.454401], [-1.858881, -6.560739, 1.137713], [-0.923593, -4.735863, -5.286162], [-1.447418, -4.161118, -4.206741], [-2.207258, -4.951442, -3.210018], [-2.688121, -4.430776, -2.223388], [-2.360247, -6.402442, -3.457174], [-1.836282, -6.978358, -4.535914], [-1.076416, -6.190715, -5.535080], [-0.596605, -6.714031, -6.517282], [-0.365929, -4.176443, -6.026456], [-1.345115, -3.101496, -4.007564], [-2.916523, -6.958871, -2.716944], [-1.937620, -8.038468, -4.733477], [5.128019, -0.064623, -8.603337], [5.871087, 0.466918, -9.570391], [6.161892, 1.920844, -9.606232], [6.837314, 2.405156, -10.488121], [5.594066, 2.758304, -8.522532], [4.850585, 2.226831, -7.555276], [4.560131, 0.772966, -7.519457], [3.884874, 0.285771, -6.637215], [4.904725, -1.123165, -8.560892], [6.294320, -0.129095, -10.368967], [5.817347, 3.816762, -8.564815], [4.428194, 2.823051, -6.757462], [-5.252181, -1.060160, 0.108730], [-4.167044, -0.381589, -0.261364], [-3.906479, 0.983284, 0.253487], [-2.925951, 1.621313, -0.071876], [-4.898145, 1.558697, 1.195581], [-5.978693, 0.879644, 1.563053], [-6.239596, -0.481497, 1.049279], [-7.228019, -1.101429, 1.388646], [-5.460580, -2.054149, -0.254242], [-3.434745, -0.789898, -0.946007], [-4.692378, 2.556416, 1.562867], [-6.706084, 1.286847, 2.244537], [0.758620, -10.620505, -1.907446], [0.432839, -9.336149, -1.786943], [-0.923266, -8.925265, -1.355731], [-1.221136, -7.752290, -1.248240], [-1.903548, -9.996616, -1.061997], [-1.579176, -11.281356, -1.182017], [-0.221414, -11.694535, -1.613654], [0.075610, -12.863192, -1.721451], [1.743807, -10.940507, -2.221767], [1.134807, -8.538741, -1.996283], [-2.888882, -9.675552, -0.747523], [-2.281834, -12.077729, -0.972460], [3.854575, 4.557320, 8.382452], [3.463325, 5.181711, 9.490287], [2.777847, 4.451019, 10.583723], [2.419507, 5.018825, 11.591859], [2.547027, 2.998124, 10.395020], [2.938572, 2.374473, 9.286884], [3.623515, 3.105655, 8.194982], [3.982449, 2.536566, 7.184449], [4.355500, 5.073557, 7.573320], [3.624109, 6.240982, 9.645098], [2.046105, 2.481272, 11.203608], [2.778007, 1.315047, 9.131338], [-9.223860, 1.581104, 5.359313], [-8.434102, 1.808959, 4.313330], [-7.813442, 3.140126, 4.093563], [-7.091783, 3.360346, 3.140114], [-8.107937, 4.201822, 5.085146], [-8.897764, 3.972862, 6.130702], [-9.517181, 2.644032, 6.350452], [-10.235041, 2.434710, 7.303579], [-9.685600, 0.618021, 5.535627], [-8.212336, 1.041529, 3.583250], [-7.646626, 5.165272, 4.909138], [-9.123505, 4.736974, 6.863586]],
  "forces_ev_per_a": [[-0.3, -0.2, -0.2], [1.3, 0.5, -0.9], [1.4, 1.2, -0.3], [-2.5, -1.6, 1.3], [0.2, 0.9, -0.3], [0.5, -1.1, 0.4], [-0.5, 0.9, -0.2], [0.1, -0.5, -1.1], [0.1, 0.9, 1.0], [-0.9, -2.0, -1.7], [1.7, -0.5, 0.3], [-0.4, 0.3, 1.3], [-0.7, -1.1, 0.7], [0.7, 1.8, 0.2], [-0.4, 0.5, -1.5], [-0.8, -1.1, -0.1], [0.1, -2.8, -0.3], [1.4, 3.7, 1.2], [-0.2, -0.7, -0.3], [-0.2, 0.0, -0.6], [-0.1, 0.2, 0.4], [0.0, -0.2, 0.4], [-0.1, -0.3, -0.3], [0.0, -0.4, 0.2], [-0.3, -0.2, -0.4], [0.4, 0.5, 0.0], [0.5, 0.3, 0.6], [-0.1, 0.3, -0.2], [0.3, 0.2, -0.2], [-0.3, 0.1, -0.1], [-0.4, -0.1, 0.2], [0.2, 0.2, 0.4], [-0.4, 0.0, 0.2], [-0.4, 0.4, -0.2], [0.0, 0.1, 0.0], [0.1, 0.0, -0.1], [0.0, 0.0, 0.1], [0.0, 0.0, 0.0], [0.0, -0.1, 0.0], [0.0, 0.0, 0.1], [0.0, 0.0, 0.0], [0.0, 0.0, 0.0], [0.0, 0.0, 0.0], [0.0, 0.0, 0.0], [0.0, 0.0, 0.0], [0.0, 0.0, 0.0], [0.0, 0.0, 0.0], [0.0, 0.1, 0.1], [-0.1, -0.1, -0.1], [-0.1, -0.1, 0.0], [0.0, -0.1, 0.0], [0.0, 0.0, -0.1], [0.0, 0.0, 0.0], [0.0, 0.0, 0.0], [0.0, 0.0, 0.0], [0.0, 0.0, 0.0], [0.0, 0.0, 0.0], [0.0, 0.0, 0.0], [0.0, 0.1, 0.0], [0.1, 0.1, -0.1], [-0.1, 0.1, 0.2], [0.0, 0.0, -0.1], [-0.1, -0.1, -0.2], [-0.1, 0.0, 0.1], [0.0, 0.0, 0.0], [0.0, 0.0, 0.0], [0.0, 0.0, 0.0], [0.0, 0.0, 0.0], [0.0, 0.1, 0.0], [0.0, 0.0, -0.1], [0.1, 0.0, -0.1], [0.0, -0.1, 0.0], [0.0, 0.1, -0.1], [0.0, 0.0, 0.0], [-0.1, 0.0, 0.1], [0.0, 0.1, 0.0], [0.0, 0.0, 0.1], [0.0, 0.0, 0.0], [0.0, 0.0, 0.0], [0.0, 0.0, 0.0], [0.0, 0.0, 0.0], [0.0, 0.0, 0.0], [0.2, 0.1, -0.1], [-0.1, -0.1, 0.0], [0.0, 0.3, 0.1], [0.0, -0.2, -0.1], [0.0, 0.1, 0.0], [0.1, -0.1, -0.1], [-0.1, -0.1, 0.0], [0.0, 0.0, 0.0], [0.0, -0.1, 0.0], [0.0, 0.0, 0.0], [0.0, 0.0, 0.0], [0.0, 0.1, -0.1], [0.0, 0.1, 0.0], [0.1, 0.0, 0.0], [0.0, 0.0, 0.1], [0.1, -0.1, 0.2], [-0.1, -0.1, 0.0], [-0.1, 0.1, 0.0], [0.0, -0.1, 0.0], [0.0, 0.0, 0.0], [0.0, 0.0, 0.0], [0.0, 0.0, 0.0], [0.0, 0.0, 0.0], [0.0, 0.0, 0.0], [0.0, 0.1, 0.0], [0.1, 0.0, -0.1], [0.0, 0.0, 0.1], [0.0, 0.0, 0.0], [0.0, -0.1, -0.1], [-0.1, 0.0, 0.1], [0.0, 0.0, 0.0], [0.1, 0.0, 0.2], [0.0, 0.0, 0.0], [0.0, 0.0, 0.0], [0.0, 0.0, 0.0], [0.0, 0.0, 0.0], [0.0, -0.1, -0.1], [0.0, 0.0, 0.0], [0.0, 0.1, -0.1], [-0.1, -0.1, 0.2], [0.0, 0.1, 0.1], [0.1, 0.1, -0.1], [-0.1, 0.0, 0.1], [0.0, 0.0, 0.0], [0.0, 0.0, 0.0], [-0.1, 0.0, 0.0], [0.0, 0.0, 0.0], [0.0, 0.0, 0.0]],
  "mulliken_charge": [-0.27, -0.55, 0.49, -0.56, -0.39, 0.14, -0.31, -0.17, -0.93, -0.62, 0.41, -0.27, 0.35, -0.15, -0.22, -0.52, 0.38, -0.47, -0.17, -0.12, 0.18, 0.24, 0.43, 0.24, 0.09, 0.27, -0.08, 0.31, 0.33, 0.31, 0.35, 0.44, 0.47, 0.44, -0.37, -0.38, 0.32, -0.54, -0.34, -0.28, 0.31, -0.55, 0.41, 0.41, 0.50, 0.51, -0.39, -0.18, 0.13, -0.47, -0.30, -0.29, 0.13, -0.57, 0.49, 0.42, 0.42, 0.52, -0.40, -0.54, 0.53, -0.53, -0.36, -0.25, 0.28, -0.56, 0.43, 0.52, 0.41, 0.45, -0.38, -0.36, 0.33, -0.54, -0.45, -0.24, 0.37, -0.52, 0.41, 0.40, 0.44, 0.54, -0.48, -0.55, 0.36, -0.54, -0.51, 0.14, 0.58, -0.58, 0.49, 0.57, 0.46, 0.02, -0.39, -0.32, 0.45, -0.43, -0.31, -0.40, 0.31, -0.54, 0.41, 0.44, 0.44, 0.41, -0.38, -0.33, 0.35, -0.54, -0.32, -0.38, 0.49, -0.62, 0.42, 0.41, 0.41, 0.43, -0.58, -0.21, 0.67, -0.54, -0.43, -0.40, 0.33, -0.54, 0.43, 0.47, 0.41, 0.40]
}